No. 1
Here is a molecular structure, CH3IO4S at a distorted geometry from the OMol25 dataset. Energies are from ωB97M-V/def2-TZVPD.

The calculation puts the HOMO-LUMO gap (spin up / spin down) at 6.9 / 6.9 eV. The LUMO energy (spin up / spin down) comes out at -3.0 / -3.0 eV. The total charge is 0. The largest force on an atom is 3.1 eV/A. The energy above the lowest of the compared OMol25 structures with the same formula, charge and spin is 375.5 kJ/mol. The value obtained for the total energy is -1036.5245 Eh.

Each line ends with the Löwdin charge.
Element x y z (Å)
O1 -0.1094 0.2917 1.3988  -0.179
O2 -1.0812 0.4538 -1.4951  -0.388
S1 -1.6556 0.6903 -0.2289  0.398
O3 1.1062 0.5879 0.8417  -0.229
H1 1.8016 -1.4691 0.4270  0.115
H2 2.7355 -0.1340 0.0036  0.092
H3 1.1325 -0.4793 -1.1203  0.125
O4 -2.5289 1.8048 -0.0132  -0.374
C1 1.6520 -0.4010 -0.0312  -0.105
I1 -3.0527 -1.3451 0.2177  0.544

***

No. 2
Here is CH3IOP2 in the gas phase at a distorted geometry from the OMol25 dataset. Energies are from ωB97M-V/def2-TZVPD.

The calculation puts the HOMO-LUMO gap at 6.4 eV. The LUMO energy comes out at -1.4 eV. The total charge is 0. The largest force on an atom is 3.7 eV/A. The energy above the lowest of the compared OMol25 structures with the same formula, charge and spin is 142.7 kJ/mol. The value obtained for the total energy is -1095.4899 Eh.

Each line ends with the Löwdin charge.
Element x y z (Å)
P1 0.5692 0.4629 -0.2600  0.043
P2 -0.7633 1.8080 0.5639  0.566
I1 2.7425 -0.6920 0.2944  0.364
H1 -1.4167 -0.7335 0.6265  -0.010
H2 -0.4190 -0.2980 1.8729  0.002
H3 -0.0979 -0.0984 -2.4550  0.117
C1 -0.7027 -0.0604 0.8701  -0.686
O1 0.0879 -0.3887 -1.5128  -0.394

***

Repeat the second record exactly.
Here is CH3IOP2 in the gas phase at a distorted geometry from the OMol25 dataset. Energies are from ωB97M-V/def2-TZVPD.

The calculation puts the HOMO-LUMO gap at 6.4 eV. The LUMO energy comes out at -1.4 eV. The total charge is 0. The largest force on an atom is 3.7 eV/A. The energy above the lowest of the compared OMol25 structures with the same formula, charge and spin is 142.7 kJ/mol. The value obtained for the total energy is -1095.4899 Eh.

Each line ends with the Löwdin charge.
Element x y z (Å)
P1 0.5692 0.4629 -0.2600  0.043
P2 -0.7633 1.8080 0.5639  0.566
I1 2.7425 -0.6920 0.2944  0.364
H1 -1.4167 -0.7335 0.6265  -0.010
H2 -0.4190 -0.2980 1.8729  0.002
H3 -0.0979 -0.0984 -2.4550  0.117
C1 -0.7027 -0.0604 0.8701  -0.686
O1 0.0879 -0.3887 -1.5128  -0.394